Molecular formula: C17H30ClN4O5PRuTe
Method: DFT, ωB97M-V/def2-TZVPD

Each line ends with the Mulliken spin population.
Geometry (Å):
Ru (7.28371, 8.91200, 12.06679)  2.78
N (6.71758, 7.55156, 10.51129)  0.12
C (7.99574, 7.07224, 9.95796)  0.00
C (7.96682, 6.07447, 8.75615)  0.00
C (6.78346, 6.14348, 7.77484)  0.01
C (7.11320, 6.73341, 6.37058)  0.00
N (7.69377, 8.05054, 6.63044)  0.00
C (8.03489, 8.85976, 5.63699)  -0.01
N (8.27488, 10.16375, 5.91562)  -0.01
N (8.22322, 8.44333, 4.39082)  0.00
C (8.85900, 8.32752, 9.80230)  -0.02
O (9.36731, 8.67080, 8.72047)  0.02
O (8.92787, 9.06093, 10.88588)  0.05
H (6.14084, 6.68403, 10.75450)  0.01
H (6.19491, 8.14071, 9.87629)  -0.01
H (8.43321, 6.48609, 10.79725)  0.02
H (8.00984, 5.04402, 9.17574)  0.00
H (8.95263, 6.23310, 8.27913)  0.00
H (5.96012, 6.72443, 8.20754)  0.00
H (6.35937, 5.13801, 7.62441)  0.00
H (6.17943, 6.86375, 5.76749)  0.00
H (7.80682, 6.13339, 5.79408)  0.00
H (8.30655, 8.11117, 7.46560)  0.00
H (8.25765, 10.49123, 6.90114)  0.01
H (8.48854, 10.86136, 5.23073)  0.00
H (8.12538, 7.45151, 4.17374)  0.00
H (8.39585, 9.03839, 3.58520)  0.00
C (7.64889, 13.45807, 13.69040)  0.00
C (8.02487, 13.14169, 12.25031)  0.01
O (6.86476, 13.01848, 11.41576)  0.00
P (6.80727, 11.93040, 10.25340)  -0.03
O (6.81458, 10.52113, 10.74457)  0.00
Te (8.45595, 12.78525, 8.61743)  1.03
O (5.28855, 12.25413, 9.82446)  0.01
C (4.56227, 13.51216, 9.80141)  0.00
C (5.38374, 14.70360, 9.28649)  0.01
H (8.48513, 13.19712, 14.39160)  0.00
H (6.74526, 12.89573, 13.99137)  0.00
H (7.43859, 14.52011, 13.82698)  0.00
H (8.63822, 12.21791, 12.19281)  0.01
H (8.59746, 14.00375, 11.78146)  0.00
H (4.13844, 13.72810, 10.79167)  0.00
H (3.65495, 13.34717, 9.21502)  0.00
H (6.05847, 15.09358, 10.05954)  0.00
H (4.68040, 15.48724, 8.92751)  0.01
H (6.04593, 14.46005, 8.41506)  0.01
Cl (2.85815, 6.12700, 12.34942)  0.00
C (4.22894, 6.89330, 13.08198)  -0.01
C (5.27635, 6.03394, 13.62860)  0.00
C (6.54507, 6.54394, 13.90921)  0.06
C (6.80309, 7.95162, 13.65858)  -0.09
C (8.05886, 8.64793, 13.92012)  -0.03
C (5.69951, 8.84099, 13.31864)  -0.04
C (4.38181, 8.30619, 13.01713)  0.04
H (5.05264, 4.96567, 13.62969)  0.00
H (7.37580, 5.94509, 14.33739)  0.00
H (9.00231, 8.12664, 13.95297)  0.01
H (8.01626, 9.60052, 14.42004)  0.04
H (5.72548, 9.85521, 13.78531)  0.00
H (3.51424, 8.95381, 12.78649)  0.00

## Properties
net charge	+2
LUMO energy (spin up / spin down)	-5.738 / -7.999	eV
ΔE to the lowest compared entry with this formula, charge and spin	1.568	eV
HOMO energy (spin up / spin down)	-13.931 / -13.707	eV
<S²>	6.02
multiplicity	5
electronic energy	-65985.57363	eV
HOMO-LUMO gap (spin up / spin down)	8.1929 / 5.7083	eV


Molecular formula: C2H4N2O2
Method: DFT, ωB97M-V/def2-TZVPD

Each line ends with the Mulliken charge.
Geometry (Å):
C (1.59586, 0.39776, 0.30394)  0.78
N (-1.79791, 0.87822, 0.28305)  -0.20
C (-0.71196, 0.18871, 0.01307)  -0.46
O (0.93177, -1.85331, -0.41293)  -0.74
N (0.43422, 0.82109, 0.37340)  -0.31
O (2.75316, 0.45476, 0.36882)  -0.38
H (1.25746, -1.85889, -1.31864)  0.30
H (-1.78521, 1.79159, 0.73164)  0.25
H (-2.69550, 0.50716, 0.01854)  0.25
H (0.01811, -1.32709, -0.36088)  0.52

## Properties
net charge	0
LUMO energy	0.581	eV
ΔE to the lowest compared entry with this formula, charge and spin	2.711	eV
HOMO energy	-9.058	eV
multiplicity	1
electronic energy	-9212.51142	eV
HOMO-LUMO gap	9.6385	eV